Entry from the Open Molecules 2025 dataset: a structure of composition C30H51BrN4P2Pb at a distorted geometry (wB97M-V/def2-TZVPD).

The HOMO-LUMO gap (alpha / beta) is 4.8 / 4.3 eV. The energy above the lowest of the compared OMol25 structures with the same formula, charge and spin is 0.0 kcal per mole. As for the HOMO energy (alpha / beta): -0.653 / -0.653 hartree. The LUMO energy (alpha / beta) is -12.945 / -13.419 eV. The net charge is +4.

Last column: Mulliken charge in e.
Element x y z (Å)
C (-1.0277, 6.9785, -5.4297)  -0.3417
C (-1.3823, 5.6336, -5.6296)  0.8189
C (-1.4943, 5.1880, -6.9620)  -0.3649
C (-1.3105, 6.1086, -8.0051)  -0.4036
N (-1.0071, 7.3850, -7.7985)  -0.4663
C (-0.8691, 7.8129, -6.5485)  -0.3441
C (-1.4121, 4.6463, -4.5545)  -0.7696
C (-0.6692, 3.8700, -3.8532)  0.4435
C (0.0951, 2.7900, -3.2941)  0.4400
C (0.9533, 2.9079, -2.1633)  -1.1539
C (1.5395, 1.8349, -1.5538)  -0.9278
C (1.1264, 0.4608, -1.8775)  0.5300
C (0.1810, 0.3707, -2.9997)  0.2147
C (-0.1418, 1.4440, -3.8245)  -0.7789
Pb (-2.5607, 2.8246, -3.6494)  0.9017
P (2.3687, -1.1954, -1.5969)  1.2483
H (-1.5983, 4.1177, -7.1339)  0.3188
H (-0.7720, 7.3027, -4.4223)  0.4020
H (-1.4112, 5.7521, -9.0224)  0.3833
H (-0.6094, 8.8524, -6.3806)  0.3918
H (-0.3301, 1.3694, -4.9037)  0.9130
H (1.0608, 3.9306, -1.7932)  0.5749
H (-0.3894, -0.5755, -3.1336)  -0.8216
H (2.1320, 2.0155, -0.6472)  0.5701
C (2.4450, -2.9824, -0.9895)  -0.3241
C (3.5115, -3.9223, -1.5813)  -1.2795
H (1.4308, -3.3897, -1.1613)  0.3860
H (2.5855, -2.8906, 0.0985)  0.5598
H (3.7439, -4.7047, -0.8518)  0.3673
H (3.1354, -4.4477, -2.4665)  0.3629
H (4.4555, -3.4233, -1.8383)  0.3516
C (2.6762, -1.3702, -3.3717)  -0.0263
C (3.4635, -0.2387, -4.0347)  -1.4373
H (1.6952, -1.4787, -3.8539)  -0.1886
H (3.1607, -2.3401, -3.5348)  0.6714
H (3.4559, -0.3935, -5.1251)  0.4572
H (3.0489, 0.7524, -3.8076)  0.2335
H (4.5156, -0.2276, -3.7166)  0.3618
C (3.6388, -0.2631, -0.6746)  -0.5357
C (5.0052, -0.9188, -0.5068)  -1.4435
H (3.1874, -0.0864, 0.3171)  0.1830
H (3.7254, 0.7198, -1.1507)  0.5195
H (5.6609, -0.1884, -0.0148)  0.4146
H (4.9666, -1.7938, 0.1568)  0.3632
H (5.4546, -1.2060, -1.4697)  0.3129
Br (-0.2298, -0.3380, -0.3365)  -0.1650
P (-2.6820, -2.6739, -3.4770)  0.0935
C (-0.8963, -3.1326, -3.5432)  0.6477
C (-0.6865, -4.5840, -3.9952)  -1.3011
H (-0.4598, -2.9413, -2.5631)  -0.4209
H (-0.4305, -2.4086, -4.2161)  0.2634
H (0.3880, -4.7642, -4.1804)  0.3474
H (-1.0324, -5.2931, -3.2284)  0.3860
H (-1.2815, -4.8008, -4.9018)  0.4094
C (-3.0800, -2.2728, -1.7333)  -0.1126
C (-4.2522, -3.1897, -1.3141)  -1.2444
H (-3.2863, -1.2060, -1.7023)  0.3605
H (-2.1749, -2.3927, -1.1361)  0.1181
H (-4.3365, -3.2398, -0.2165)  0.3797
H (-5.1853, -2.8251, -1.7741)  0.3878
H (-4.0666, -4.2061, -1.7111)  0.3634
C (-2.6390, -1.1365, -4.4815)  0.4200
C (-2.9805, -1.5845, -5.8860)  -1.3871
H (-1.6441, -0.7154, -4.4065)  -0.2375
H (-3.2984, -0.4187, -3.9898)  0.4499
H (-3.2913, -0.7415, -6.4863)  0.3931
H (-2.1312, -2.0848, -6.3663)  0.3514
H (-3.7879, -2.3324, -5.8812)  0.4424
C (1.5023, 2.3981, 2.1947)  -1.3595
N (0.3219, 2.0731, 2.9940)  0.1643
C (0.2689, 2.6466, 4.3288)  -1.1969
C (-0.9152, 2.0223, 2.3294)  0.6089
N (-1.2282, 2.5088, 1.1688)  -0.5408
N (-1.9242, 1.4457, 3.0671)  0.1711
C (-1.6135, 0.5374, 4.1584)  -0.9805
C (-3.1716, 1.2707, 2.3556)  -1.0454
H (2.3349, 2.5427, 2.8830)  0.6273
H (1.3316, 3.3092, 1.5946)  0.3908
H (1.7196, 1.5484, 1.5333)  0.3777
H (-0.7475, 2.9543, 4.5883)  0.4064
H (0.5788, 1.9175, 5.0753)  0.3755
H (0.9571, 3.4904, 4.4051)  0.4727
H (-0.4149, 2.8320, 0.6321)  0.1484
H (-1.6466, 1.0349, 5.1407)  0.3165
H (-2.3573, -0.2624, 4.1415)  0.4327
H (-0.6149, 0.1036, 3.9789)  0.4186
H (-3.2222, 2.0857, 1.6284)  0.4007
H (-3.1298, 0.3179, 1.8095)  0.3881
H (-4.0236, 1.2664, 3.0465)  0.3901

Atomic forces in eV per Å
0.033 -0.502 0.413
0.220 0.617 -1.267
0.047 0.019 0.511
-0.049 -0.610 0.746
-0.238 0.051 0.009
-0.066 -0.627 0.606
2.088 -0.604 0.898
2.976 1.073 -1.339
-1.208 0.764 -0.943
-0.316 0.255 0.803
-0.393 0.110 0.586
-1.393 -1.390 0.251
-0.095 0.090 -1.343
1.353 -0.549 1.122
-3.074 -1.103 0.653
1.460 1.864 -1.588
-0.301 0.277 -0.351
-0.334 0.310 -0.270
0.104 0.201 -0.102
0.043 -0.036 -0.196
-0.818 -0.364 0.452
0.440 -0.395 0.104
1.339 0.600 -0.197
-0.083 -0.106 -0.676
-1.703 0.297 1.025
0.234 0.294 -0.715
0.438 0.011 0.293
-0.230 0.037 -0.271
-0.138 0.291 0.114
0.110 0.279 0.091
-0.269 -0.151 0.109
0.479 -0.424 -0.284
0.280 0.129 -0.180
0.020 0.074 0.187
0.085 0.237 0.020
0.009 0.182 0.401
0.025 -0.213 -0.161
-0.318 -0.078 -0.052
-0.246 -0.070 0.019
0.316 -0.193 0.122
0.042 -0.045 -0.190
0.091 -0.267 -0.062
-0.060 -0.238 -0.221
-0.009 0.175 -0.291
-0.101 0.129 0.373
-0.161 0.103 0.773
2.227 1.991 1.131
-0.273 -0.894 -0.427
0.176 -0.340 -0.100
-0.247 -0.093 0.299
-0.141 -0.286 -0.301
-0.603 -0.055 -0.053
0.187 0.241 -0.169
0.563 0.087 0.273
-0.549 -0.602 -0.292
0.023 -0.044 0.092
-0.404 0.134 -0.043
0.027 -0.438 -0.140
-0.153 0.014 -0.546
0.260 -0.211 0.394
-0.206 0.356 0.464
-0.717 -0.671 0.592
-0.326 -0.298 -0.620
0.142 -0.156 -0.082
-0.479 -0.083 -0.406
-0.048 0.049 -0.379
-0.056 0.249 0.066
0.023 0.437 -0.132
-0.402 -0.115 -0.151
-1.257 0.193 -1.515
0.268 0.037 0.986
1.550 0.149 2.189
0.433 0.063 -0.864
0.370 -0.476 -1.166
-0.148 -0.457 0.164
-0.802 0.336 0.041
-0.027 0.052 -0.234
0.378 -0.123 0.256
0.048 0.239 0.134
0.266 0.251 -0.116
0.076 -0.035 0.095
-0.242 0.075 -0.086
-0.154 -0.147 0.387
0.061 -0.178 -0.354
0.027 0.185 0.120
-0.274 0.329 0.195
-0.485 -0.358 0.278
-0.059 0.092 0.165
0.316 -0.003 -0.131